*one*
Computed, not measured: a 2-piece molecular cluster, C4H9N2O2 overall, with the ωB97M-V functional and the def2-TZVPD basis.

Last column: Mulliken charge in e.
Geometry (Å):
C -1.26 1.99 -1.21  0.1594
C 0.03 -1.90 -0.06  -0.8535
C 0.15 -0.14 1.69  -0.8257
C 0.44 0.48 -0.66  -0.2088
N 1.68 0.75 -0.45  0.0644
N -0.21 -0.46 0.29  0.0721
O -2.29 1.54 -0.94  -0.2885
O 2.49 1.47 -0.98  -0.4088
H -0.96 3.02 -1.57  0.3357
H -0.62 -2.20 -0.89  0.3777
H 1.08 -1.94 -0.45  0.3503
H -0.16 -2.41 0.89  0.3592
H 0.35 -1.02 2.15  0.3468
H 1.10 0.42 1.73  0.3441
H -0.63 0.46 2.17  0.3387
H 0.04 0.39 -1.77  0.4690
H -1.25 -0.45 0.07  0.3679

As for the molar mass: 117.1 g/mol. The value obtained for the highest occupied orbital energy (spin up / spin down) is -0.5034 / -0.4456 Ha. As for the total charge: +1. The value obtained for the HOMO-LUMO gap (spin up / spin down) is 8.843 / 6.820 eV.

---

*two*
Computed, not measured: a 2-piece molecular cluster, C4H9N2O2 overall, with the ωB97M-V functional and the def2-TZVPD basis.

Last column: Mulliken charge in e.
Geometry (Å):
C -2.11 -0.27 -0.65  0.0382
C -1.56 0.99 -0.24  -0.6294
C -0.04 0.82 -0.06  -0.8117
C -0.86 -1.22 1.01  -0.0512
N -1.80 -1.34 0.03  -0.3847
N 0.07 -0.31 0.91  -0.0415
O 2.56 -0.30 -1.07  -0.3053
O 2.75 -0.21 0.29  -0.4023
H -2.55 -0.35 -1.58  0.4369
H -1.67 1.71 -1.03  0.3331
H -2.01 1.35 0.71  0.2942
H 0.47 0.47 -0.83  0.6524
H 0.49 1.66 0.26  0.4398
H -0.93 -2.00 1.75  0.4196
H 1.00 -0.62 1.33  0.3185
H 3.14 0.65 0.51  0.3591
H 3.07 -1.04 -1.36  0.3345

As for the molar mass: 117.1 g/mol. The value obtained for the highest occupied orbital energy is -0.5425 Ha. As for the total charge: +1. The value obtained for the HOMO-LUMO gap is 9.646 eV.

---

The least stable of them is *one*.

---

*one*
Computed, not measured: a 2-piece molecular cluster, C5H11NS overall, with the ωB97M-V functional and the def2-TZVPD basis.

Last column: Mulliken charge in e.
Geometry (Å):
C 1.47 -1.58 -0.03  -0.2567
C 1.50 -0.05 -0.07  -0.2914
C -1.17 -0.19 -1.34  -1.1108
C -1.02 1.12 0.74  -1.0800
C -0.44 0.83 -0.54  0.2154
N 1.35 -0.78 1.13  -0.0807
S 2.46 -0.74 2.43  -0.1697
H 0.58 -1.99 -0.44  0.1144
H 2.33 -2.24 -0.39  0.2361
H 2.42 0.58 -0.24  0.2811
H -2.17 0.22 -1.77  0.3452
H -1.27 -1.08 -0.57  0.2307
H -0.56 -0.49 -2.27  0.2605
H -2.17 1.19 0.81  0.3036
H -0.86 2.21 1.08  0.2762
H -0.66 0.43 1.55  0.2798
H -0.05 1.67 -1.25  0.3241
H 1.61 -1.33 3.22  0.1221

As for the molar mass: 117.2 g/mol. The value obtained for the highest occupied orbital energy is -0.2927 Ha. The value obtained for the HOMO-LUMO gap is 8.880 eV.

---

*two*
Computed, not measured: the molecule C5H11NS, with the ωB97M-V functional and the def2-TZVPD basis.

Last column: Mulliken charge in e.
Geometry (Å):
C 1.86 0.56 -0.25  -0.6093
C 1.56 2.04 -0.08  -0.9750
C 0.65 -0.21 0.23  0.2488
C 0.74 -1.69 -0.10  -1.3602
C -3.21 -0.11 0.10  -0.6051
N -1.86 0.00 0.38  -0.2622
S -0.78 0.40 -0.72  0.0440
H 2.19 0.43 -1.23  0.3635
H 2.68 0.15 0.29  0.4327
H 0.66 2.38 0.45  0.3141
H 2.14 2.79 -0.43  0.3924
H 0.59 -0.19 1.34  0.2792
H 1.03 -1.94 -1.16  0.3112
H -0.16 -2.23 -0.12  0.4376
H 1.41 -2.28 0.68  0.2805
H -3.26 -0.35 -0.98  0.2559
H -3.88 0.88 0.10  0.2137
H -3.78 -0.77 0.86  0.2380

As for the molar mass: 117.2 g/mol. The value obtained for the highest occupied orbital energy (spin up / spin down) is -0.2993 / -0.2773 Ha. The value obtained for the HOMO-LUMO gap (spin up / spin down) is 8.144 / 7.939 eV.

---

The least stable of them is *one*.

---

*one*
Computed, not measured: the molecule C4H9NOS, with the ωB97M-V functional and the def2-TZVPD basis.

Last column: Mulliken charge in e.
Geometry (Å):
C 0.73 -1.22 0.29  -1.0161
C -0.33 -0.22 -0.03  0.4601
C -1.60 -0.97 -0.38  -1.2598
C 0.28 1.90 -0.69  -0.3302
N 0.26 0.68 -0.97  -0.4621
O 2.55 0.18 -0.97  -0.4957
S 2.43 -0.34 0.38  0.3028
H 0.69 -1.95 1.16  0.4292
H 1.01 -1.68 -0.63  0.3812
H -0.40 0.43 0.90  0.3195
H -2.25 -1.27 0.51  0.3367
H -1.47 -1.69 -1.23  0.3158
H -2.29 -0.13 -0.68  0.3311
H 0.80 2.53 -1.38  0.2745
H -0.14 2.39 0.15  0.3058
H 1.94 0.60 1.31  0.1073

As for the molar mass: 119.2 g/mol. The value obtained for the highest occupied orbital energy is -0.3141 Ha. The value obtained for the HOMO-LUMO gap is 9.224 eV.

---

*two*
Computed, not measured: the molecule C4H9NOS, with the ωB97M-V functional and the def2-TZVPD basis.

Last column: Mulliken charge in e.
Geometry (Å):
C -0.09 1.79 -1.50  -0.9337
N 1.15 1.10 -1.11  -0.2064
C 1.30 0.24 -0.04  0.5261
O 2.19 0.33 0.78  -0.6127
C 0.04 -0.70 0.02  -0.6775
C -0.27 -1.63 1.19  -0.9260
S -2.22 -2.17 1.48  -0.2275
H -0.68 1.28 -2.27  0.2242
H -0.05 2.80 -1.78  0.3603
H -0.50 1.79 -0.55  0.4259
H 1.99 1.65 -1.20  0.2734
H -0.81 -0.14 0.05  0.4641
H 0.09 -1.11 -0.95  0.4214
H 0.03 -1.15 2.11  0.3599
H 0.29 -2.54 1.15  0.3973
H -2.45 -1.54 2.61  0.1311

As for the molar mass: 119.2 g/mol. The SMILES is CNC(=O)CCS. The value obtained for the highest occupied orbital energy is -0.3446 Ha. The value obtained for the HOMO-LUMO gap is 10.154 eV.

---

The least stable of them is *one*.

---

*one*
Computed, not measured: the molecule C4H9NOS, with the ωB97M-V functional and the def2-TZVPD basis.

Last column: Mulliken charge in e.
Geometry (Å):
N 1.11 1.60 0.80  -0.3881
C 1.04 0.17 0.75  0.4517
O 1.32 -0.45 1.79  -0.6210
C 0.86 -0.44 -0.66  -0.7485
C -0.60 -0.14 -1.27  -0.5905
C -1.55 -0.21 -0.01  -0.4832
S -1.49 -1.78 0.87  -0.2391
H 1.46 2.28 1.52  0.2333
H 0.81 1.94 -0.15  0.1967
H 1.57 0.12 -1.33  0.4205
H 1.24 -1.46 -0.69  0.2824
H -0.55 0.78 -1.73  0.3994
H -0.77 -0.91 -2.04  0.2975
H -1.35 0.60 0.78  0.3057
H -2.66 -0.25 -0.34  0.3273
H -0.44 -1.86 1.70  0.1559

As for the molar mass: 119.2 g/mol. The SMILES is NC(=O)CCCS. The value obtained for the highest occupied orbital energy is -0.3247 Ha. The value obtained for the HOMO-LUMO gap is 9.554 eV.

---

*two*
Computed, not measured: the molecule C4H9NOS, with the ωB97M-V functional and the def2-TZVPD basis.

Last column: Mulliken charge in e.
Geometry (Å):
C 2.59 0.11 -0.77  -0.8951
N 1.31 0.05 -1.49  -0.3278
C 0.05 0.10 -0.69  0.1148
C -0.53 -1.28 -0.90  -0.0914
O -1.03 -1.86 0.04  -0.5057
C 0.15 0.58 0.75  -0.7193
S -1.44 0.98 1.50  -0.2307
H 3.30 0.30 -1.59  0.3620
H 2.78 -0.85 -0.29  0.2661
H 2.75 1.03 -0.13  0.2609
H 1.21 0.53 -2.36  0.2601
H -0.52 0.86 -1.27  0.2700
H -0.31 -1.88 -1.81  0.3946
H 0.58 1.58 0.72  0.3206
H 0.91 -0.05 1.23  0.3676
H -2.06 -0.19 1.15  0.1534

As for the molar mass: 119.2 g/mol. The SMILES is CN[C@@H](C=O)CS. The value obtained for the highest occupied orbital energy is -0.3261 Ha. The value obtained for the HOMO-LUMO gap is 9.592 eV.

---

The least stable of them is *two*.

---

*one*
Computed, not measured: a 2-piece molecular cluster, C4H9NOS overall, with the ωB97M-V functional and the def2-TZVPD basis.

Last column: Mulliken charge in e.
Geometry (Å):
O 2.41 0.80 -0.46  -0.5741
C 1.54 0.19 -1.06  0.0154
N 0.65 -2.67 -0.79  -0.5716
C 1.43 -1.50 -0.53  -0.2463
C 0.26 -0.32 -0.44  0.1924
S -2.79 1.49 1.01  -0.4198
C -0.01 0.25 0.88  -1.0809
H 1.84 -2.15 -1.42  0.2743
H 0.97 -3.50 -0.27  0.2974
H 2.03 -1.49 0.38  0.4028
H -0.53 -0.60 -1.12  0.4490
H 1.36 0.46 -2.11  0.4100
H -3.81 2.35 0.82  0.0902
H -0.59 1.20 0.71  0.0456
H 0.83 0.50 1.51  0.3040
H -0.70 -0.37 1.47  0.4114

As for the molar mass: 119.2 g/mol. The value obtained for the highest occupied orbital energy is -0.2716 Ha. The value obtained for the HOMO-LUMO gap is 3.268 eV.

---

*two*
Computed, not measured: the molecule C4H9NOS, with the ωB97M-V functional and the def2-TZVPD basis.

Last column: Mulliken charge in e.
Geometry (Å):
C 2.45 0.41 0.50  -0.8906
N 1.23 0.59 1.27  -0.1528
C -0.03 0.75 0.67  0.3638
O -0.63 1.80 0.66  -0.5303
C -0.54 -0.49 -0.04  -0.7048
C -1.91 -0.32 -0.68  -0.4635
S -1.97 -1.33 -2.22  -0.2552
H 2.55 -0.59 0.07  0.2545
H 3.29 0.55 1.18  0.3611
H 2.55 1.18 -0.26  0.2924
H 1.38 0.82 2.24  0.2532
H 0.21 -0.70 -0.80  0.3276
H -0.51 -1.33 0.64  0.3550
H -2.09 0.70 -0.99  0.3263
H -2.67 -0.62 0.03  0.3394
H -3.31 -1.42 -2.27  0.1241

As for the molar mass: 119.2 g/mol. The SMILES is CNC(=O)CCS. The value obtained for the highest occupied orbital energy is -0.3330 Ha. The value obtained for the HOMO-LUMO gap is 9.918 eV.

---

The least stable of them is *one*.

---

*one*
Computed, not measured: the molecule C4H9NOS, with the ωB97M-V functional and the def2-TZVPD basis.

Last column: Mulliken charge in e.
Geometry (Å):
C 1.21 -0.50 -1.01  -1.5979
C 0.13 -0.52 1.39  -1.7502
C -1.21 -0.52 -0.73  -1.7673
C 0.09 -0.06 -0.11  1.7858
N -0.11 1.37 -0.13  -0.3840
O -0.40 3.66 0.71  -0.4579
S -0.28 2.29 1.12  0.4772
H 1.18 -0.10 -1.94  0.4949
H 2.24 -0.17 -0.54  0.2669
H 1.35 -1.58 -1.26  0.3320
H -0.74 -0.22 2.01  0.4060
H 0.90 -0.10 1.93  0.5610
H 0.43 -1.58 1.39  0.3542
H -1.98 -0.06 -0.28  0.4356
H -1.34 -0.31 -1.73  0.4754
H -1.47 -1.60 -0.81  0.3684

As for the molar mass: 119.2 g/mol. The value obtained for the highest occupied orbital energy is -0.3710 Ha. The value obtained for the HOMO-LUMO gap is 9.688 eV.

---

*two*
Computed, not measured: the molecule C4H9NOS, with the ωB97M-V functional and the def2-TZVPD basis.

Last column: Mulliken charge in e.
Geometry (Å):
N 1.98 -0.56 -0.06  -0.8396
C 0.58 -0.28 0.64  0.8302
C -0.46 -0.87 -0.42  -1.2952
C -1.21 0.36 -0.42  -0.1274
S -2.91 0.23 0.05  -0.2321
C -0.03 1.08 0.40  -0.5482
O 0.77 2.05 -0.28  -0.5858
H 1.65 -1.48 -0.78  0.2766
H 3.09 -0.95 0.37  0.2566
H 0.46 -0.33 1.87  0.2225
H -0.13 -0.80 -1.52  0.3054
H -0.96 -1.79 -0.36  0.5101
H -1.28 1.00 -1.25  0.2740
H -2.89 -0.81 1.03  0.1162
H -0.26 1.64 1.22  0.4581
H 1.58 1.51 -0.50  0.3785

As for the molar mass: 119.2 g/mol. The SMILES is N[C@@H]1C[C@@H](S)[C@@H]1O. The value obtained for the highest occupied orbital energy is -0.3182 Ha. The value obtained for the HOMO-LUMO gap is 9.363 eV.

---

*three*
Computed, not measured: the molecule C4H9NOS, with the ωB97M-V functional and the def2-TZVPD basis.

Last column: Mulliken charge in e.
Geometry (Å):
C -2.65 0.08 0.86  -0.4847
N -1.48 0.43 1.54  -0.2913
S -0.06 0.59 1.03  0.5452
O 0.78 0.74 2.19  -0.5785
C 0.83 -0.44 -0.25  0.4255
C 2.31 -0.32 -0.04  -1.0571
C 0.24 -0.12 -1.64  -1.1762
H -3.01 -0.86 1.19  0.2166
H -3.36 0.85 1.05  0.2375
H -2.33 0.14 -0.22  0.1732
H 2.57 0.28 0.84  0.3868
H 2.90 0.03 -0.91  0.3291
H 2.69 -1.34 0.16  0.2852
H 0.99 0.51 -2.04  0.3476
H -0.63 0.40 -1.48  0.3665
H 0.22 -0.96 -2.31  0.2747

As for the molar mass: 119.2 g/mol. The SMILES is CN=S(=O)=C(C)C. The value obtained for the highest occupied orbital energy (spin up / spin down) is -0.3026 / -0.3138 Ha. The value obtained for the HOMO-LUMO gap (spin up / spin down) is 7.451 / 7.585 eV.

---

The least stable of them is *three*.